Below is a single C4H7NO molecule, with properties calculated with ωB97M-V/def2-TZVPD.

## Properties
**Molar mass**: 85.11 g/mol
**Structure (SMILES)**: CC1=NCCO1
**Multiplicity**: 1
**Frontier orbital gap**: 10.5583 eV
**E_LUMO**: 1.1 eV
**E_tot**: -286.600156 hartree

Last column: Mulliken charge in e.
Element x y z (Å)
C  2.115  -0.187  0.136  -0.980
C  0.650  0.067  0.075  0.642
N  0.073  1.132  -0.310  -0.524
C  -1.363  0.882  -0.134  -0.375
C  -1.430  -0.641  -0.053  -0.305
O  -0.133  -0.985  0.457  -0.367
H  2.442  -0.315  1.172  0.278
H  2.653  0.647  -0.316  0.306
H  2.342  -1.111  -0.402  0.276
H  -1.692  1.364  0.796  0.259
H  -1.949  1.298  -0.958  0.290
H  -1.509  -1.087  -1.054  0.243
H  -2.199  -1.065  0.593  0.259



Below is a molecular structure, C14H32CeN4OP2S at a distorted geometry, with properties calculated with ωB97M-V/def2-TZVPD.

## Properties
**Molar mass**: 506.57 g/mol
**Multiplicity**: 3
**Frontier orbital gap (spin up / spin down)**: 6.9583 / 5.4797 eV
**Charge**: +2
**E_LUMO (spin up / spin down)**: -5.7 / -8.7 eV
**E_tot**: -2402.175010 hartree

Last column: Mulliken charge in e.
Element x y z (Å)
Ce  0.161  -0.276  -0.963  -0.770
P  -2.026  -1.716  -0.224  0.118
P  -0.604  2.355  -1.274  0.010
N  1.319  -2.191  -0.413  0.174
N  2.246  0.556  -1.218  0.140
H  3.405  -2.690  -0.632  0.461
H  4.216  -0.302  -1.004  0.509
H  3.053  -1.539  0.640  0.268
C  2.761  -1.830  -0.389  -0.681
H  3.299  -0.999  -2.327  0.318
C  3.188  -0.594  -1.296  -0.631
H  1.068  -4.285  -0.716  0.474
H  3.217  2.304  -2.001  0.421
C  0.641  -3.286  -0.620  -0.047
C  2.268  1.829  -1.660  0.072
H  -1.343  -3.975  0.028  0.675
C  -0.877  -3.317  -0.720  -0.974
H  -1.249  -3.580  -1.724  0.319
H  -1.494  2.069  -2.424  0.177
H  -1.294  3.123  -0.250  0.168
H  -3.016  -1.588  -1.269  0.094
H  -2.683  -1.992  1.013  0.186
O  -0.711  -0.775  -2.755  -0.389
C  0.309  -1.142  -3.691  1.241
C  -0.296  -2.326  -4.416  -1.417
C  0.597  0.096  -4.514  -1.287
H  1.250  -1.487  -3.199  -0.152
H  -0.347  -3.170  -3.723  0.243
H  -1.326  -2.055  -4.669  0.320
H  0.258  -2.604  -5.304  0.420
H  1.001  0.910  -3.901  0.232
H  1.298  -0.098  -5.322  0.423
H  -0.367  0.446  -4.902  0.313
C  1.109  2.696  -1.695  -0.557
H  1.289  3.749  -1.945  0.456
C  1.274  0.105  3.601  -0.859
N  0.045  0.867  3.852  0.090
C  -0.432  0.962  5.216  -0.959
C  -0.780  1.126  2.799  0.157
S  -0.280  0.534  1.302  0.152
N  -1.963  1.793  2.943  0.212
C  -2.041  3.074  3.657  -1.193
C  -3.042  1.606  1.965  -0.855
H  1.724  -0.117  4.591  0.365
H  1.965  0.681  2.994  0.281
H  1.068  -0.827  3.084  0.315
H  -0.493  1.990  5.552  0.297
H  -1.411  0.513  5.344  0.354
H  0.265  0.430  5.855  0.385
H  -2.372  3.870  2.990  0.364
H  -2.772  3.011  4.460  0.354
H  -1.084  3.350  4.059  0.435
H  -3.160  2.499  1.327  0.292
H  -2.844  0.754  1.354  0.127
H  -3.988  1.464  2.530  0.357



Below is 7 unconnected molecules or ions with the total composition C39H51N2O20P at a distorted geometry, with properties calculated with ωB97M-V/def2-TZVPD.

## Properties
**Molar mass**: 898.80 g/mol
**Structure (SMILES)**: C=CCC1=C(c2ccncc2)C(=O)C(C)=C([PH2]=N)C1=O.C[C@@H]1COC(=O)O1.C[C@@H]1COC(=O)O1.C[C@@H]1COC(=O)O1.C[C@@H]1COC(=O)O1.C[C@@H]1COC(=O)O1.C[C@@H]1COC(=O)O1
**Multiplicity**: 1
**Frontier orbital gap**: 7.6648 eV
**E_LUMO**: -1.1 eV
**E_tot**: -3472.315444 hartree

Last column: Mulliken charge in e.
Element x y z (Å)
C  5.491  -2.542  -0.679  -0.660
C  4.936  -2.697  -1.890  0.133
C  5.554  -2.259  -3.240  -1.134
C  5.494  -0.720  -3.469  0.966
C  4.320  -0.054  -3.533  -0.329
C  2.979  -0.747  -3.393  0.655
C  2.316  -1.526  -4.406  0.025
C  1.058  -2.090  -4.130  -0.679
N  0.284  -2.078  -2.972  -0.554
C  0.962  -1.332  -2.072  -0.592
C  2.208  -0.655  -2.180  -0.091
C  4.403  1.484  -3.720  -0.007
O  3.655  2.103  -4.421  -0.608
C  5.546  2.164  -2.903  0.391
C  5.237  3.504  -2.203  -1.477
C  6.728  1.502  -2.840  0.328
P  8.161  2.184  -1.859  0.325
N  9.486  1.423  -2.277  -0.696
C  6.790  0.138  -3.599  -0.307
O  7.726  -0.201  -4.248  -0.488
H  6.319  -1.822  -0.528  0.204
H  5.067  -3.131  0.164  0.267
H  3.918  -3.143  -1.928  0.345
H  6.585  -2.638  -3.415  0.491
H  4.922  -2.709  -4.046  0.313
H  2.791  -1.675  -5.392  0.538
H  0.592  -2.647  -4.974  0.401
H  0.448  -1.239  -1.087  0.462
H  2.589  -0.060  -1.330  0.409
H  6.146  4.109  -2.023  0.423
H  4.701  3.256  -1.251  0.307
H  4.483  4.049  -2.821  0.326
H  7.906  1.928  -0.471  0.101
H  8.196  3.594  -2.058  0.073
H  9.832  0.965  -1.431  0.233
C  0.141  -5.233  -0.675  -1.369
C  1.167  -5.573  0.380  0.641
C  0.834  -5.057  1.751  -0.117
O  2.133  -4.930  2.345  -0.366
C  3.008  -4.716  1.330  0.580
O  4.146  -4.387  1.474  -0.633
O  2.417  -4.919  0.122  -0.281
H  0.516  -5.491  -1.667  0.400
H  -0.790  -5.772  -0.499  0.399
H  -0.070  -4.162  -0.688  0.181
H  1.350  -6.652  0.391  0.163
H  0.214  -5.743  2.317  0.211
H  0.363  -4.075  1.741  0.170
C  4.031  1.575  -7.694  -1.299
C  3.457  2.306  -8.883  0.480
C  2.639  3.517  -8.526  -0.391
O  1.750  3.615  -9.641  -0.335
C  1.598  2.355  -10.137  0.600
O  0.789  2.045  -10.951  -0.530
O  2.494  1.499  -9.571  -0.379
H  4.471  0.626  -8.006  0.429
H  4.799  2.173  -7.201  0.398
H  3.254  1.336  -6.965  0.188
H  4.253  2.554  -9.592  0.263
H  3.242  4.419  -8.430  0.343
H  2.043  3.386  -7.619  0.228
C  -3.447  -2.434  5.480  -1.377
C  -2.714  -3.622  4.909  0.598
C  -1.324  -3.315  4.427  -0.607
O  -1.127  -4.322  3.427  -0.163
C  -2.359  -4.642  2.945  0.537
O  -2.545  -5.314  1.977  -0.530
O  -3.339  -4.094  3.705  -0.374
H  -4.494  -2.685  5.658  0.371
H  -3.003  -2.109  6.419  0.294
H  -3.441  -1.593  4.781  0.301
H  -2.716  -4.445  5.631  0.251
H  -0.576  -3.399  5.215  0.372
H  -1.234  -2.335  3.951  0.293
C  -6.371  0.920  7.788  -1.361
C  -5.768  -0.228  8.558  0.454
C  -5.121  0.176  9.853  -0.414
O  -4.145  -0.856  10.032  -0.378
C  -3.815  -1.306  8.796  0.642
O  -2.900  -2.040  8.571  -0.547
O  -4.663  -0.806  7.850  -0.301
H  -6.677  0.592  6.792  0.443
H  -7.240  1.324  8.307  0.382
H  -5.646  1.721  7.645  0.250
H  -6.515  -1.014  8.709  0.224
H  -5.821  0.196  10.686  0.332
H  -4.603  1.137  9.799  0.259
C  -6.799  5.743  5.158  -1.464
C  -7.288  5.314  6.521  0.515
C  -7.216  6.389  7.571  -0.529
O  -7.098  5.623  8.773  -0.326
C  -6.504  4.448  8.436  0.639
O  -6.092  3.651  9.218  -0.486
O  -6.439  4.306  7.084  -0.324
H  -6.725  4.882  4.492  0.362
H  -7.476  6.474  4.714  0.383
H  -5.801  6.181  5.218  0.356
H  -8.297  4.896  6.443  0.260
H  -8.106  7.015  7.595  0.308
H  -6.332  7.026  7.480  0.310
C  -2.081  -0.784  -4.908  -1.102
C  -2.699  0.586  -5.058  0.502
C  -1.733  1.654  -5.492  -0.311
O  -2.335  2.835  -4.957  -0.327
C  -3.055  2.452  -3.866  0.609
O  -3.536  3.202  -3.079  -0.540
O  -3.145  1.095  -3.795  -0.375
H  -2.790  -1.470  -4.441  0.392
H  -1.792  -1.185  -5.881  0.416
H  -1.196  -0.772  -4.269  0.006
H  -3.567  0.535  -5.723  0.251
H  -1.639  1.722  -6.575  0.328
H  -0.737  1.544  -5.052  0.124



Below is 5 unconnected molecules or ions with the total composition C5H16O5 at a distorted geometry, with properties calculated with ωB97M-V/def2-TZVPD.

## Properties
**Molar mass**: 156.18 g/mol
**Structure (SMILES)**: C=CCCC=O.O.O.O.O
**Multiplicity**: 1
**Frontier orbital gap**: 10.5495 eV
**E_LUMO**: 0.7 eV
**E_tot**: -576.277642 hartree

Last column: Mulliken charge in e.
Element x y z (Å)
C  -1.767  -2.743  -0.713  -0.770
C  -1.841  -1.411  -0.821  -0.348
C  -1.147  -0.498  0.116  0.575
C  -1.711  0.942  0.068  -0.875
C  -0.860  1.828  0.941  0.208
O  0.111  2.388  0.484  -0.611
H  -2.288  -3.382  -1.471  0.245
H  -1.219  -3.302  0.072  0.239
H  -2.389  -0.913  -1.612  0.283
H  -0.071  -0.471  -0.040  -0.235
H  -1.206  -0.881  1.172  0.323
H  -2.781  0.977  0.394  0.383
H  -1.683  1.332  -1.000  0.289
H  -1.106  2.019  2.011  0.378
O  1.879  -1.013  -1.578  -0.745
H  1.730  -0.042  -1.718  0.408
H  1.185  -1.412  -2.162  0.309
O  0.483  0.421  2.330  -0.639
H  0.983  -0.302  1.878  0.374
H  1.169  1.016  2.658  0.308
O  1.303  1.613  -1.780  -0.748
H  0.854  1.887  -0.892  0.424
H  0.858  2.138  -2.467  0.299
O  1.986  -1.386  1.087  -0.685
H  1.984  -1.249  0.149  0.320
H  1.833  -2.313  1.148  0.290



Below is 2 unconnected molecules or ions with the total composition C3H9NO2 at a distorted geometry, with properties calculated with ωB97M-V/def2-TZVPD.

## Properties
**Molar mass**: 91.11 g/mol
**Structure (SMILES)**: C=CO.NCO
**Multiplicity**: 1
**Frontier orbital gap**: 9.6624 eV
**E_LUMO**: 0.7 eV
**E_tot**: -324.883785 hartree

Last column: Mulliken charge in e.
Element x y z (Å)
C  -1.057  -2.348  -0.722  -0.643
C  -1.740  -1.211  -0.496  -0.064
O  -1.495  -0.031  -1.077  -0.507
H  -1.650  -3.253  -0.661  0.261
H  -0.178  -2.424  -1.349  0.281
H  -2.587  -1.251  0.191  0.288
H  -1.232  0.679  -0.471  0.410
N  2.250  1.138  0.843  -0.454
C  1.015  0.901  0.191  -0.172
O  -0.172  1.469  0.814  -0.601
H  2.483  0.672  1.701  0.200
H  2.612  2.076  0.780  0.196
H  1.117  1.311  -0.815  0.290
H  0.808  -0.160  0.204  0.245
H  -0.172  2.431  0.867  0.271



Which of these has the lowest molar mass?
C4H7NO